Entry from the Open Molecules 2025 dataset: a 2-piece molecular cluster, C6H17N2 overall at a distorted geometry (ωB97M-V/def2-TZVPD).

Each line ends with the natural charge from an NBO analysis.
Geometry (Å):
C: -0.907 -1.234 -0.157  -0.22
N: -1.561 -0.426 -1.125  -0.51
C: -1.682 0.999 -0.824  -0.20
C: -2.393 1.668 -1.967  -0.62
C: 0.509 -0.656 0.009  -0.15
N: 0.451 0.407 0.809  -0.16
C: 2.888 -1.298 0.895  -0.64
C: 1.455 -1.762 0.707  -0.28
H: -0.869 -2.266 -0.499  0.23
H: -1.394 -1.223 0.835  0.21
H: -2.455 -0.797 -1.424  0.41
H: -0.657 1.397 -0.686  0.21
H: -2.208 1.113 0.121  0.21
H: -1.884 1.379 -2.882  0.23
H: -3.416 1.317 -2.035  0.23
H: -2.393 2.755 -1.906  0.24
H: 0.932 -0.398 -0.977  0.26
H: 0.716 2.947 2.808  -0.03
H: 1.319 0.982 0.736  0.37
H: 1.207 3.478 3.004  0.03
H: 3.418 -2.161 1.316  0.26
H: 3.374 -1.139 -0.069  0.23
H: 3.096 -0.447 1.536  0.23
H: 0.993 -1.969 1.665  0.24
H: 1.461 -2.666 0.110  0.26

Computed properties:
2S+1: 1
Charge: +1
Energy relative to the best compared isomer or geometry (same formula, charge and spin), kJ/mol: 546.6
HOMO level, eV: -13.724
HOMO-LUMO gap, eV: 5.99